Entry from the Open Molecules 2025 dataset: a structure of composition CH3NO3S (ωB97M-V with the def2-TZVPD basis set).

Each line ends with the Löwdin charge.
Element x y z (Å)
C (1.5397, 0.2180, -0.2654)  -0.50
N (0.3627, 0.2148, -0.8394)  -0.15
O (1.8607, -0.5497, 0.6313)  -0.06
O (-1.6076, 0.7330, 0.4965)  -0.15
O (-1.5486, -1.5728, -0.4157)  -0.27
S (-0.7478, -0.5195, 0.0442)  0.83
H (2.2139, 0.9087, -0.7787)  0.12
H (-1.9383, 1.2793, -0.1492)  0.05
H (-0.1346, -0.7117, 1.2765)  0.13

The LUMO energy is 0.43 eV. As for the energy above the lowest of the compared OMol25 structures with the same formula, charge and spin: 2.4648 eV. Its net charge is 0. Its HOMO-LUMO gap is 10.62 eV. The highest occupied orbital energy is -10.19 eV. The calculation puts the electronic energy at -718.480485 hartree.



Entry from the Open Molecules 2025 dataset: an isolated molecule of C7H5NS (ωB97M-V with the def2-TZVPD basis set).

Each line ends with the Löwdin charge.
Element x y z (Å)
S (4.8422, 0.0198, -0.0423)  0.61
C (3.2350, -0.0858, 0.0272)  -0.74
N (2.0608, -0.0524, 0.0272)  0.11
C (0.6727, -0.0618, -0.0159)  -0.27
C (0.0566, 1.1824, 0.0011)  -0.02
C (-1.3300, 1.2179, -0.0011)  -0.09
C (-2.0720, 0.0486, -0.0693)  -0.09
C (-1.4355, -1.1904, -0.0197)  -0.07
C (-0.0448, -1.2225, 0.0205)  -0.03
H (0.5578, 2.1605, 0.0831)  0.13
H (-1.8770, 2.1578, 0.0166)  0.11
H (-3.1614, 0.1555, -0.0849)  0.11
H (-1.9752, -2.1206, -0.0850)  0.10
H (0.4708, -2.2090, 0.1424)  0.14

The LUMO energy is 0.49 eV. As for the energy above the lowest of the compared OMol25 structures with the same formula, charge and spin: 0.3178 eV. The SMILES is S=C=Nc1ccccc1. Its net charge is 0. Its HOMO-LUMO gap is 9.17 eV. The highest occupied orbital energy is -8.68 eV. The calculation puts the electronic energy at -722.674403 hartree.



Entry from the Open Molecules 2025 dataset: a cluster of 2 separate species, C2H2BrFO in total (ωB97M-V with the def2-TZVPD basis set).

Each line ends with the Löwdin charge.
Element x y z (Å)
C (0.8895, 0.0199, 0.4039)  0.02
C (0.7966, -0.6887, 1.3520)  -0.21
O (-0.9775, 1.1461, -1.5039)  -0.86
F (0.5513, -1.3888, 2.4377)  0.09
Br (-1.9911, 1.1376, -0.2875)  0.97
H (1.2731, 0.8762, -0.1480)  0.06
H (-3.0615, 0.0732, -0.3983)  -0.07

The LUMO energy is 0.06 eV. As for the energy above the lowest of the compared OMol25 structures with the same formula, charge and spin: 6.4538 eV. Its net charge is 0. Its HOMO-LUMO gap is 9.36 eV. The highest occupied orbital energy is -9.30 eV. The calculation puts the electronic energy at -2826.252913 hartree.



Entry from the Open Molecules 2025 dataset: a cluster of 2 separate species, C3H4NO3P in total (ωB97M-V with the def2-TZVPD basis set).

Each line ends with the Löwdin charge.
Element x y z (Å)
C (0.8917, -1.8677, -0.3127)  -0.29
C (-1.2157, -0.6119, 1.1641)  -0.36
C (-0.0405, 0.2189, -1.3302)  -0.06
N (0.2081, -0.8373, -0.3552)  -0.02
O (1.6674, -2.6792, -0.0474)  0.22
O (-1.6351, 0.4868, 1.0543)  0.06
O (-0.9191, -3.2275, 0.7471)  -0.50
P (-1.9125, -2.2066, 1.0531)  0.69
H (0.8341, 0.8418, -1.4439)  0.08
H (-0.5463, -0.0838, -2.3071)  0.12
H (-0.7095, 0.9149, -0.7869)  0.07
H (-2.1673, -2.1886, 2.4986)  -0.01

The LUMO energy (spin up / spin down) is -0.72 / -0.72 eV. As for the energy above the lowest of the compared OMol25 structures with the same formula, charge and spin: 2.9601 eV. Its net charge is 0. Its HOMO-LUMO gap (spin up / spin down) is 8.08 / 8.08 eV. The highest occupied orbital energy (spin up / spin down) is -8.80 / -8.80 eV. The calculation puts the electronic energy at -738.461586 hartree.



Entry from the Open Molecules 2025 dataset: a structure of composition C20H38BGaN8O4 (ωB97M-V with the def2-TZVPD basis set).

Each line ends with the Löwdin charge.
Element x y z (Å)
Ga (-0.5286, -0.9425, -0.0929)  0.43
N (-0.3523, -0.7252, 2.1241)  0.06
C (0.7407, 0.1203, 2.5385)  -0.27
C (1.1885, -0.1571, 3.9816)  -0.12
C (2.4933, 0.5219, 4.3999)  -0.18
C (2.4712, 2.0566, 4.3626)  -0.16
N (2.3075, 2.6612, 3.0487)  0.07
C (3.1410, 2.4319, 2.0021)  -0.49
N (2.7239, 2.8800, 0.7816)  0.19
N (4.4833, 2.4745, 2.2216)  0.19
C (1.8540, -0.0434, 1.4670)  -0.53
O (2.9805, 0.4975, 1.6634)  -0.03
O (1.5847, -0.6975, 0.4603)  0.03
H (-1.2517, -0.4209, 2.4840)  0.12
H (-0.2148, -1.6950, 2.3938)  0.11
H (0.3736, 1.1480, 2.4603)  0.12
H (1.3215, -1.2384, 4.1000)  0.12
H (0.3826, 0.1570, 4.6552)  0.12
H (3.2966, 0.1558, 3.7621)  0.10
H (2.7144, 0.2367, 5.4297)  0.12
H (3.4015, 2.4327, 4.7985)  0.12
H (1.6471, 2.4238, 4.9759)  0.13
H (1.3470, 2.7864, 2.7651)  0.13
H (1.7726, 2.6416, 0.5330)  0.11
H (3.3591, 2.6695, 0.0232)  0.12
H (4.7991, 2.1358, 3.1169)  0.11
H (5.0434, 2.1342, 1.4554)  0.12
C (-3.1716, 1.4167, -1.2219)  -0.01
N (-2.6030, 2.5543, -0.5317)  -0.16
C (-3.2343, 3.8316, -0.7475)  -0.05
C (-1.5322, 2.4351, 0.2266)  -0.30
O (-0.9154, 1.4172, 0.5135)  -0.03
H (-3.5408, 1.7314, -2.1958)  0.10
H (-3.9877, 0.9767, -0.6403)  0.08
H (-2.3859, 0.6692, -1.3560)  0.05
H (-4.3168, 3.7185, -0.6922)  0.10
H (-2.9721, 4.2202, -1.7352)  0.10
H (-2.9163, 4.5455, 0.0116)  0.08
H (-1.2028, 3.4030, 0.6606)  0.14
C (2.3110, -3.6585, 0.3019)  0.02
C (0.8291, -3.9021, 0.2804)  -0.52
N (0.4506, -5.1739, 0.0440)  0.19
O (-0.0081, -3.0310, 0.4935)  -0.01
H (2.8744, -4.5505, 0.0417)  0.08
H (2.6225, -3.3086, 1.2849)  0.09
H (2.5208, -2.8567, -0.4052)  0.10
H (1.1247, -5.8750, -0.2079)  0.11
H (-0.5299, -5.3815, -0.0716)  0.13
C (-2.1407, -2.2532, -2.8398)  -0.07
C (-1.1843, -1.4476, -3.6616)  -0.24
C (-1.2083, -1.5423, -5.0411)  -0.10
C (-0.3535, -0.8068, -5.8425)  -0.14
C (0.5633, 0.0386, -5.2403)  -0.10
C (0.6288, 0.1505, -3.8705)  -0.25
C (1.6200, 1.0620, -3.2140)  -0.08
C (-0.2651, -0.5709, -3.0259)  -0.36
N (-0.2051, -0.2672, -1.7199)  -0.01
H (-2.6763, -2.9689, -3.4616)  0.07
H (-2.8685, -1.6055, -2.3424)  0.06
H (-1.6090, -2.7947, -2.0465)  0.05
H (-1.9283, -2.2009, -5.5097)  0.09
H (-0.4029, -0.8895, -6.9172)  0.08
H (1.2464, 0.6213, -5.8466)  0.09
H (2.3428, 1.4490, -3.9316)  0.06
H (2.1314, 0.5103, -2.4246)  0.06
H (1.0930, 1.8949, -2.7446)  0.06
B (-5.0803, -1.3580, 0.6473)  -0.42
C (-3.5484, -1.4393, 0.5305)  -0.17
N (-2.3847, -1.4356, 0.5042)  0.14
H (-5.2877, -0.3625, 1.2969)  0.01
H (-5.4722, -2.3431, 1.2095)  0.01
H (-5.5090, -1.2661, -0.4747)  0.01

The LUMO energy is -0.02 eV. Its net charge is 0. Its HOMO-LUMO gap is 5.10 eV. The highest occupied orbital energy is -5.13 eV. The calculation puts the electronic energy at -3473.580479 hartree.



Copy entry 4 word for word.
Entry from the Open Molecules 2025 dataset: a cluster of 2 separate species, C3H4NO3P in total (ωB97M-V with the def2-TZVPD basis set).

Each line ends with the Löwdin charge.
Element x y z (Å)
C (0.8917, -1.8677, -0.3127)  -0.29
C (-1.2157, -0.6119, 1.1641)  -0.36
C (-0.0405, 0.2189, -1.3302)  -0.06
N (0.2081, -0.8373, -0.3552)  -0.02
O (1.6674, -2.6792, -0.0474)  0.22
O (-1.6351, 0.4868, 1.0543)  0.06
O (-0.9191, -3.2275, 0.7471)  -0.50
P (-1.9125, -2.2066, 1.0531)  0.69
H (0.8341, 0.8418, -1.4439)  0.08
H (-0.5463, -0.0838, -2.3071)  0.12
H (-0.7095, 0.9149, -0.7869)  0.07
H (-2.1673, -2.1886, 2.4986)  -0.01

The LUMO energy (spin up / spin down) is -0.72 / -0.72 eV. As for the energy above the lowest of the compared OMol25 structures with the same formula, charge and spin: 2.9601 eV. Its net charge is 0. Its HOMO-LUMO gap (spin up / spin down) is 8.08 / 8.08 eV. The highest occupied orbital energy (spin up / spin down) is -8.80 / -8.80 eV. The calculation puts the electronic energy at -738.461586 hartree.